# 1
24
Properties=species:S:1:pos:R:3 method="wB97M-V/def2-TZVPD" e_lumo_ha=0.0346 orbital_gap_ha=0.3599
H -0.418 -2.646 0.631
N 0.290 -1.909 0.640
C -0.153 -0.755 0.395
C 0.435 0.575 0.261
C 2.138 0.454 0.175
C 2.876 1.232 0.974
C 2.758 -0.452 -0.846
C -1.874 -0.460 0.144
C -2.165 -0.495 -1.346
C -2.477 0.757 0.824
H 0.147 1.074 -0.663
H 0.242 1.171 1.154
H 2.427 1.862 1.739
H 3.958 1.300 0.878
H 2.240 -0.372 -1.807
H 2.723 -1.496 -0.519
H 3.811 -0.204 -1.030
H -2.308 -1.352 0.610
H -1.720 -1.376 -1.819
H -1.772 0.393 -1.854
H -3.244 -0.537 -1.541
H -2.191 0.805 1.880
H -2.154 1.690 0.348
H -3.573 0.741 0.771

# 2
114
Properties=species:S:1:pos:R:3 method="wB97M-V/def2-TZVPD" total_charge=+1 spin_multiplicity=4 e_lumo_ha="-0.1071 / -0.1495" orbital_gap_ha="0.2171 / 0.2047"
Mo -1.078 -0.923 -1.784
C 1.312 -4.153 -3.770
C 0.287 -3.444 -3.143
N 0.293 -2.121 -3.041
C 1.325 -1.450 -3.604
C 2.388 -2.072 -4.254
C 2.371 -3.473 -4.318
C 3.430 -1.259 -4.826
C 3.374 0.086 -4.757
C 2.276 0.748 -4.101
C 2.173 2.141 -3.986
C 1.086 2.676 -3.341
C 0.114 1.826 -2.811
N 0.197 0.503 -2.880
C 1.269 -0.025 -3.522
H 1.253 -5.232 -3.817
H -0.570 -3.944 -2.710
H 3.179 -4.003 -4.807
H 4.256 -1.751 -5.323
H 4.154 0.695 -5.197
H 2.940 2.779 -4.408
H 0.967 3.745 -3.230
H -0.757 2.218 -2.304
C -3.894 1.954 -1.840
C -2.865 1.498 -0.829
O -2.786 2.016 0.274
N -2.076 0.473 -1.223
Te 0.736 1.995 0.596
C 0.784 2.006 2.713
C 1.746 1.254 3.412
C 2.854 0.466 2.759
C 1.683 1.250 4.804
C 0.717 1.960 5.503
C 0.669 1.942 7.007
C -0.211 2.696 4.776
C -0.207 2.732 3.388
C -1.236 3.572 2.678
C 2.631 2.915 0.247
C 3.657 2.254 -0.435
C 3.558 0.857 -0.986
C 4.878 2.907 -0.594
C 5.102 4.184 -0.109
C 6.433 4.866 -0.277
C 4.053 4.826 0.540
C 2.817 4.225 0.724
C 1.753 5.012 1.446
H -4.318 2.901 -1.517
H -4.687 1.206 -1.903
H -3.462 2.049 -2.838
H 2.505 -0.097 1.883
H 3.286 -0.237 3.472
H 3.651 1.131 2.424
H 2.416 0.669 5.354
H 1.450 1.307 7.421
H -0.294 1.575 7.363
H 0.802 2.948 7.409
H -0.973 3.262 5.305
H -2.070 3.785 3.345
H -1.636 3.094 1.782
H -0.806 4.535 2.387
H 2.552 0.444 -0.954
H 4.205 0.178 -0.425
H 3.897 0.835 -2.023
H 5.678 2.386 -1.111
H 7.118 4.260 -0.868
H 6.897 5.053 0.692
H 6.317 5.831 -0.773
H 4.198 5.835 0.911
H 1.944 6.080 1.348
H 1.740 4.768 2.511
H 0.756 4.817 1.053
C 1.043 -2.305 3.054
As -0.283 -2.764 1.706
C 0.705 -4.184 0.792
C -1.555 -3.732 2.835
S 0.654 -0.983 -0.129
H 1.214 -3.187 3.671
H 0.703 -1.482 3.686
H 1.970 -2.018 2.547
H 0.638 -5.105 1.370
H 1.741 -3.862 0.710
H 0.306 -4.348 -0.206
H -1.190 -4.749 2.977
H -2.546 -3.741 2.392
H -1.596 -3.208 3.788
C -4.557 0.514 3.032
C -4.801 -0.321 1.952
C -3.738 -1.017 1.400
N -2.490 -0.909 1.849
C -2.262 -0.090 2.873
C -3.261 0.632 3.505
H -5.365 1.067 3.493
H -5.796 -0.435 1.544
H -3.884 -1.677 0.550
H -1.228 0.002 3.204
H -3.020 1.274 4.343
C -2.955 -4.625 -0.386
C -3.652 -4.194 -1.648
C -4.727 -4.935 -2.120
C -5.387 -4.571 -3.279
C -4.949 -3.461 -3.984
C -3.873 -2.696 -3.553
C -3.469 -1.534 -4.422
C -3.230 -3.055 -2.350
N -2.195 -2.288 -1.809
H -3.663 -4.739 0.436
H -2.201 -3.897 -0.094
H -2.465 -5.592 -0.523
H -5.048 -5.807 -1.560
H -6.230 -5.148 -3.636
H -5.444 -3.182 -4.907
H -4.177 -0.707 -4.335
H -3.444 -1.841 -5.469
H -2.487 -1.137 -4.183

# 3
42
Properties=species:S:1:pos:R:3 method="wB97M-V/def2-TZVPD" e_lumo_ha=-0.0100 orbital_gap_ha=0.2920
O -0.959 -0.410 3.582
H -1.157 0.429 2.942
H 0.039 -0.622 3.300
O -1.201 -1.972 -3.288
H -1.840 -2.010 -3.755
H -1.440 -2.101 -2.381
O 1.835 1.166 1.363
H 2.111 1.017 0.420
H 2.607 0.829 1.919
O 0.195 -0.195 -3.211
H 0.735 -0.241 -4.094
H -0.289 -1.059 -3.182
O -1.640 -3.282 -0.894
H -1.840 -2.900 -0.059
H -2.079 -4.186 -1.161
O 1.406 -1.349 3.065
H 1.231 -1.408 2.157
H 2.033 -2.128 3.475
O 2.906 -1.428 -0.790
H 2.429 -1.463 -1.569
H 3.747 -0.943 -0.961
O 1.933 1.452 -2.076
H 1.578 2.102 -1.654
H 1.378 0.782 -2.038
O 0.104 3.488 1.304
H -0.552 3.485 0.474
H 0.982 3.008 1.144
O -1.699 2.996 -0.586
H -2.698 2.987 -0.300
H -1.474 2.555 -1.369
O -0.985 2.012 2.508
H -1.837 2.297 2.440
H -0.518 2.607 2.031
O -0.514 0.098 -0.126
H -0.054 -0.786 -0.322
H 0.055 0.669 0.297
O 1.400 -2.153 0.507
H 1.972 -2.084 -0.299
H 0.895 -3.044 0.442
O -3.144 0.889 0.254
H -3.568 0.063 0.405
H -2.086 0.832 0.089

# 4
99
Properties=species:S:1:pos:R:3 method="wB97M-V/def2-TZVPD" e_lumo_ha=-0.0250 orbital_gap_ha=0.2489
In 1.861 0.289 -0.145
C 2.214 2.771 -4.021
C 2.095 2.542 -2.649
N 2.619 1.466 -2.059
C 3.348 0.581 -2.785
C 3.526 0.755 -4.183
C 2.905 1.859 -4.795
C 4.335 -0.153 -4.894
C 4.914 -1.205 -4.218
C 4.729 -1.395 -2.846
C 3.984 -0.496 -2.093
N 3.775 -0.551 -0.741
C 4.650 -0.933 0.234
C 5.912 -1.505 0.052
C 6.675 -1.936 1.139
C 6.220 -1.828 2.433
C 5.012 -1.147 2.679
C 4.527 -0.904 3.975
C 3.444 -0.068 4.142
C 2.879 0.536 3.029
N 3.249 0.233 1.778
C 4.268 -0.634 1.578
H 1.767 3.661 -4.467
H 1.569 3.242 -1.999
H 2.999 1.989 -5.884
H 4.510 -0.011 -5.965
H 5.535 -1.918 -4.775
H 5.171 -2.268 -2.356
H 6.325 -1.602 -0.958
H 7.652 -2.393 0.945
H 6.796 -2.227 3.276
H 5.032 -1.360 4.833
H 3.032 0.136 5.140
H 2.105 1.304 3.131
F -1.386 -0.877 -4.546
C -2.620 -1.115 -4.063
C -3.028 -0.397 -2.946
C -4.261 -0.725 -2.426
F -4.677 -0.104 -1.296
C -5.090 -1.676 -2.993
F -6.268 -1.984 -2.420
C -4.682 -2.321 -4.152
F -5.483 -3.222 -4.739
C -3.432 -2.040 -4.690
F -3.018 -2.686 -5.785
Ge -1.802 0.923 -2.088
S -0.107 -0.381 -1.670
C -3.060 1.995 -0.936
C -3.126 1.859 0.436
F -2.344 0.911 0.990
C -3.962 2.595 1.246
F -3.965 2.390 2.579
C -4.802 3.537 0.668
F -5.615 4.290 1.426
C -4.809 3.678 -0.713
F -5.651 4.547 -1.297
C -3.963 2.902 -1.482
F -4.052 3.012 -2.827
C -1.458 2.437 -3.353
C -1.803 2.503 -4.696
F -2.306 1.407 -5.288
C -1.700 3.670 -5.430
F -2.050 3.685 -6.727
C -1.243 4.831 -4.821
F -1.149 5.972 -5.524
C -0.913 4.810 -3.472
F -0.501 5.931 -2.856
C -1.026 3.615 -2.782
F -0.737 3.581 -1.450
O 0.381 1.355 1.259
C 0.164 0.236 1.811
N -0.603 0.000 2.873
C -0.634 -1.425 3.187
C 0.379 -1.954 2.114
O 0.750 -3.109 1.990
N 0.789 -0.896 1.379
C -2.016 -1.975 2.949
C -2.818 -2.400 4.005
C -4.127 -2.788 3.781
C -4.668 -2.749 2.504
C -3.864 -2.342 1.439
C -2.548 -1.969 1.659
C -0.069 -1.711 4.548
C 0.152 -3.033 4.935
C 0.649 -3.315 6.191
C 0.931 -2.285 7.085
C 0.716 -0.970 6.698
C 0.222 -0.680 5.436
H -1.333 0.656 3.177
H -2.428 -2.418 5.029
H -4.736 -3.122 4.625
H -5.706 -3.034 2.331
H -4.267 -2.317 0.421
H -1.929 -1.653 0.815
H -0.066 -3.837 4.221
H 0.819 -4.354 6.488
H 1.325 -2.512 8.083
H 0.922 -0.152 7.398
H 0.068 0.375 5.156

# 5
74
Properties=species:S:1:pos:R:3 method="wB97M-V/def2-TZVPD" e_lumo_ha=-0.0842 orbital_gap_ha=0.0987
C 5.854 4.697 -1.600
C 5.217 4.212 -2.913
C 4.282 3.054 -2.546
N 4.147 3.120 -1.096
C 3.370 2.221 -0.415
C 3.240 0.909 -0.928
C 2.479 -0.025 -0.267
C 1.644 0.355 0.824
C 0.757 -0.606 1.356
C -0.388 -0.291 2.126
C -1.144 0.889 1.895
C -2.265 1.174 2.639
C -2.634 0.337 3.721
N -3.744 0.655 4.480
C -3.694 0.952 5.899
C -5.075 1.549 6.234
C -5.959 1.353 4.996
C -5.071 0.724 3.907
C -1.839 -0.803 4.010
C -0.791 -1.150 3.185
C 1.762 1.697 1.312
C 2.655 2.587 0.751
C 5.098 4.011 -0.447
H 6.907 4.402 -1.552
H 5.792 5.782 -1.504
H 4.633 5.013 -3.374
H 5.957 3.866 -3.635
H 3.307 3.149 -3.053
H 4.702 2.082 -2.861
H 3.786 0.628 -1.824
H 2.459 -1.062 -0.605
H 1.011 -1.660 1.206
H -0.837 1.573 1.107
H -2.870 2.062 2.445
H -3.492 0.032 6.480
H -2.898 1.677 6.148
H -5.481 1.061 7.122
H -4.976 2.618 6.442
H -6.802 0.686 5.199
H -6.346 2.314 4.647
H -5.080 1.309 2.973
H -5.421 -0.298 3.654
H -2.102 -1.421 4.873
H -0.197 -2.046 3.378
H 1.137 2.014 2.147
H 2.772 3.592 1.151
H 5.799 3.447 0.199
H 4.586 4.741 0.200
C -2.959 -4.688 1.782
C -2.653 -4.995 0.330
O -2.088 -3.761 -0.207
C -1.682 -3.770 -1.497
C -0.944 -2.518 -1.800
N -0.410 -2.397 -2.956
C 0.483 -1.582 -3.435
C 0.868 -1.722 -4.820
C 2.025 -1.159 -5.438
C 2.232 -1.342 -6.812
C 1.300 -2.070 -7.572
C 0.170 -2.652 -6.980
C -0.013 -2.504 -5.605
O -1.879 -4.657 -2.307
H -3.156 -5.609 2.336
H -2.152 -4.137 2.285
H -3.867 -4.076 1.854
H -1.928 -5.817 0.233
H -3.566 -5.263 -0.221
H -0.879 -1.751 -1.023
H 0.952 -0.815 -2.797
H 2.749 -0.606 -4.825
H 3.119 -0.917 -7.306
H 1.447 -2.176 -8.645
H -0.563 -3.218 -7.568
H -0.852 -2.978 -5.093

# 6
91
Properties=species:S:1:pos:R:3 method="wB97M-V/def2-TZVPD" e_lumo_ha=-0.0546 orbital_gap_ha=0.2158
Ba 1.309 -3.207 -2.497
C 0.682 0.900 -0.055
C 0.722 -0.433 -0.487
C -0.368 -1.424 0.057
O -0.353 -2.621 -0.375
C -1.279 -0.942 0.981
C -1.263 0.362 1.462
C -0.225 1.339 0.922
O -0.121 2.521 1.305
O -2.146 0.729 2.260
O 1.661 -0.830 -1.257
H 1.397 1.571 -0.510
H -2.043 -1.614 1.353
C 0.555 -0.012 -4.318
O 1.234 -1.270 -4.547
H 0.451 0.154 -3.245
H 1.149 0.826 -4.676
H -0.445 -0.070 -4.744
H 1.778 -1.187 -5.334
C 2.252 -0.641 2.904
O 1.517 -1.117 4.008
H 2.010 -1.183 1.978
H 1.996 0.404 2.741
H 3.341 -0.703 3.020
H 1.626 -2.068 4.079
C 4.644 0.321 0.013
O 3.963 0.960 -1.038
H 4.986 -0.684 -0.285
H 5.531 0.905 0.251
H 4.078 0.157 0.935
H 3.160 0.444 -1.221
C 2.896 -4.010 0.660
O 1.842 -4.554 -0.112
H 2.543 -3.431 1.517
H 3.576 -4.753 1.083
H 3.496 -3.323 0.062
H 1.456 -5.343 0.275
C -2.807 1.867 -1.789
O -2.046 2.130 -2.969
H -3.419 0.985 -2.009
H -2.101 1.658 -0.989
H -3.465 2.682 -1.481
H -2.643 2.247 -3.712
C -3.329 4.771 0.671
O -3.110 3.746 1.631
H -2.537 4.667 -0.080
H -4.297 4.621 0.182
H -3.282 5.758 1.122
H -3.462 2.923 1.285
C 0.787 4.325 -1.603
O 0.508 4.978 -0.380
H 0.065 3.536 -1.832
H 0.736 5.050 -2.415
H 1.803 3.912 -1.581
H 0.374 4.292 0.289
C 3.513 4.041 1.316
O 2.835 3.128 2.157
H 2.884 4.784 0.821
H 4.319 4.534 1.861
H 4.056 3.479 0.542
H 2.166 2.662 1.630
C 1.638 5.577 4.431
O 0.984 4.446 3.891
H 2.030 6.251 3.663
H 0.899 6.093 5.039
H 2.474 5.243 5.057
H 1.536 4.034 3.200
C -4.762 -1.369 0.559
O -4.652 0.030 0.748
H -4.001 -1.724 -0.144
H -4.708 -1.875 1.529
H -5.735 -1.632 0.138
H -3.774 0.196 1.128
C -0.901 -5.850 -1.774
O 0.351 -5.838 -2.512
H -1.091 -6.859 -1.412
H -0.774 -5.214 -0.901
H -1.667 -5.501 -2.459
H 0.616 -6.727 -2.753
C -2.467 -2.347 -2.637
O -1.472 -3.108 -3.329
H -2.652 -2.765 -1.645
H -2.245 -1.290 -2.461
H -3.429 -2.383 -3.156
H -1.842 -3.286 -4.197
C -1.553 -4.692 2.022
O -2.220 -4.316 0.826
H -0.743 -5.400 1.787
H -1.100 -3.801 2.470
H -2.254 -5.154 2.709
H -1.645 -3.688 0.348